Record 1
C51H76F3N2O23PS4 | ωB97M-V with the def2-TZVPD basis set

## Properties
Highest occupied orbital energy = -8.047 eV
Kohn-Sham gap = 7.543 eV
DFT total energy = -6062.52593 Ha
Structure (SMILES) = C=C[C@H](N)[C@](Cc1cccc(C)c1)(O[C@](CCCSC(=S)N(c1ccccc1)c1ccccc1)(P(C)C)S(=O)(=O)C(F)(F)F)S(C)(=O)=O.COC(=O)OC.COC(=O)OC.COC(=O)OC.COC(=O)OC.COC(=O)OC.COC(=O)OC

Each line ends with the Löwdin charge.
Cartesian coordinates (Å):
S (1.08349, 2.53068, -1.88883)  0.82
S (1.87890, -2.67866, -0.56392)  0.70
S (4.02039, 2.31080, -2.16004)  0.91
S (6.44126, -1.49125, -0.57769)  0.78
P (6.57567, -3.79638, -2.50311)  0.98
F (6.78798, 1.07416, -0.94790)  0.15
F (8.47914, 0.02822, -0.24114)  0.15
F (8.02001, -0.10750, -2.32157)  0.16
O (-4.90966, 6.79984, -7.53428)  0.01
O (7.35429, -2.42614, 0.02302)  -0.30
O (5.36751, 6.51713, 6.29345)  0.01
O (-3.04664, 5.29369, -1.18099)  0.13
O (1.63276, -1.28230, -0.85068)  -0.32
O (4.30232, -2.70804, -1.27542)  -0.14
O (-4.83942, 4.61222, -2.37358)  0.00
O (-8.49488, -3.83778, 6.57684)  0.00
O (-8.97103, -4.42518, 1.22228)  0.13
O (-9.30516, -4.93657, 8.37550)  0.13
O (-5.43367, 8.22177, -5.86079)  0.12
O (-9.54760, -5.83105, 2.89438)  -0.01
O (3.52146, 5.51190, 6.78389)  0.01
O (-3.97518, -2.52015, 4.60379)  0.01
O (-9.26121, -2.68344, 8.22964)  0.00
O (3.95282, 5.97394, 4.61938)  0.12
O (-3.51219, 3.11752, -1.56342)  0.00
O (0.62057, -3.37182, -0.50504)  -0.30
O (5.56417, -0.98494, 0.44152)  -0.28
O (-2.39705, -2.05681, 3.20882)  0.01
O (-7.46126, -5.61821, 2.40578)  -0.01
O (-4.28127, -3.02320, 2.42568)  0.11
O (-4.98931, 8.91217, -7.96429)  0.01
N (2.62948, 3.67800, -0.11256)  -0.09
N (2.01864, -5.57958, -1.40533)  0.07
C (3.88218, 0.48545, -2.18258)  -0.46
C (-3.61386, -2.57641, 3.32260)  -0.62
C (-8.68613, -5.21371, 2.08216)  -0.63
C (-1.12117, -2.68547, -3.81060)  -0.26
C (5.05975, 7.11796, -0.55443)  -0.10
C (-5.19709, 5.98408, -2.55673)  -0.04
C (-1.40307, -3.91145, -4.38195)  -0.05
C (-5.14012, 8.00014, -7.00612)  -0.63
C (3.99111, 5.47199, 0.81665)  -0.02
C (1.18539, -3.28749, -3.57393)  -0.20
C (2.93196, 2.92447, 1.08544)  -0.26
C (4.77020, 6.59090, 0.68646)  -0.08
C (2.06251, 2.00364, 3.12655)  -0.08
C (4.38592, 1.82937, 2.62027)  -0.07
C (3.74633, 5.35621, -1.51936)  -0.07
C (-1.87711, -2.05257, 1.87339)  -0.03
C (8.29895, -3.23921, -2.79151)  -0.27
C (1.88030, 2.65986, 1.93074)  -0.01
C (-5.27649, -3.05018, 4.87096)  -0.04
C (5.35564, -1.51522, -3.23017)  -0.19
C (3.86603, -5.49563, -2.97694)  -0.19
C (-2.34262, 2.76880, -0.81646)  -0.06
C (2.65654, -2.71830, 1.03482)  -0.10
C (-6.41149, -5.02480, 1.62725)  -0.04
C (0.15634, -2.37540, -3.41738)  0.00
C (2.58575, -2.87096, -3.16922)  -0.09
C (6.24878, 7.07805, 5.31947)  -0.04
C (-5.20846, 10.25652, -7.53306)  -0.04
C (4.18822, 2.48424, 1.42903)  -0.03
C (-5.03934, 5.72427, -6.60389)  -0.04
C (-8.20521, -5.10224, 5.97184)  -0.03
C (-0.39940, -4.83458, -4.54496)  -0.06
C (4.88692, -0.02250, -3.22748)  -0.23
C (2.28733, 4.91952, 6.36920)  -0.03
C (5.44070, -2.35825, -1.96255)  -0.57
C (3.33491, 1.60504, 3.47440)  -0.09
C (3.26886, -4.88565, -1.71540)  -0.31
C (-9.85452, -2.62153, 9.52757)  -0.04
C (0.87262, -4.49492, -4.14590)  -0.06
C (4.25094, 5.99925, 5.78336)  -0.62
C (3.12191, -3.32126, -1.80044)  -0.36
C (2.54226, 2.88933, -1.31445)  -1.03
C (7.48182, -0.02975, -1.11555)  -0.69
C (-10.91607, -5.48639, 2.67303)  -0.04
C (4.53191, 6.47453, -1.64824)  -0.09
C (-2.25721, -1.70538, -3.67559)  -0.04
C (-3.72977, 4.42753, -1.65751)  -0.63
C (4.11121, -6.79537, -3.05084)  0.01
C (3.46148, 4.81956, -0.28037)  -0.24
C (6.63581, -5.12296, -1.24077)  -0.26
C (-9.04621, -3.92177, 7.78588)  -0.63
H (-5.44726, -2.94513, 5.93834)  0.10
H (2.59097, -1.78295, -3.17265)  0.11
H (1.91629, -2.97990, 1.78180)  0.07
H (3.64191, -7.43030, -2.30986)  0.07
H (-11.07654, -4.42246, 2.83780)  0.10
H (-11.22547, -5.76569, 1.66775)  0.10
H (-1.44807, 3.17213, -1.28421)  0.02
H (1.20588, 1.84917, 3.76372)  0.10
H (4.78734, -2.03405, -3.99265)  0.09
H (-1.79007, -3.06662, 1.48975)  0.10
H (-5.47523, -5.43247, 1.99337)  0.09
H (1.67048, -5.21215, -4.30224)  0.10
H (-2.41407, -4.11992, -4.70327)  0.12
H (3.79640, 5.12352, 1.82000)  0.11
H (-6.39825, -3.94866, 1.76032)  0.08
H (3.92389, 0.04271, -1.19587)  0.06
H (1.79236, 4.56434, 7.26842)  0.09
H (2.99957, -1.71648, 1.24285)  0.06
H (5.76879, 0.61546, -3.24467)  0.08
H (-0.59134, -5.79030, -5.00563)  0.11
H (5.16055, 7.05734, 1.57876)  0.10
H (-9.20641, -3.08460, 10.26922)  0.10
H (-6.05244, 5.67777, -6.20842)  0.10
H (-5.05571, 10.89263, -8.40001)  0.09
H (6.57937, 6.31609, 4.61556)  0.10
H (-6.10658, 6.00491, -3.15026)  0.09
H (5.76578, 7.89812, 4.79096)  0.10
H (4.74618, 6.88381, -2.62462)  0.11
H (3.34707, 4.90562, -2.41832)  0.09
H (1.64921, -6.11021, -2.17585)  0.07
H (7.10995, 7.46120, 5.85914)  0.09
H (-2.05365, -0.91889, -2.95795)  0.07
H (3.23983, -3.14913, -3.99088)  0.11
H (5.37109, 1.48541, 2.88864)  0.11
H (8.32664, -2.72820, -3.75174)  0.03
H (-6.03921, -2.48913, 4.33330)  0.10
H (-7.48946, -5.66048, 6.57333)  0.10
H (4.73993, -7.21341, -3.81960)  0.07
H (-4.32015, 5.82899, -5.79354)  0.09
H (3.51808, -3.38097, 1.06759)  0.07
H (2.87543, 0.29932, -2.54623)  0.04
H (-4.49592, 10.53270, -6.75820)  0.10
H (-9.11570, -5.67966, 5.83030)  0.10
H (8.90034, -4.13491, -2.92129)  0.05
H (-6.52129, -5.27909, 0.57436)  0.10
H (-7.76482, -4.90156, 4.99949)  0.07
H (6.28561, -6.08641, -1.58966)  0.02
H (4.17166, -4.91246, -3.83319)  0.08
H (4.43010, 0.14257, -4.20213)  0.12
H (-3.12501, -2.26222, -3.32163)  0.08
H (-0.88677, -1.60821, 1.91145)  0.09
H (-2.27720, 1.68458, -0.81163)  0.09
H (-5.39259, 6.46300, -1.59921)  0.10
H (-2.55593, -1.29861, -4.63915)  0.08
H (-2.50458, -1.44866, 1.22028)  0.10
H (7.67414, -5.24847, -0.93189)  0.04
H (5.68869, 7.98581, -0.65897)  0.10
H (2.46981, 4.07637, 5.70463)  0.09
H (5.02694, 2.67166, 0.77399)  0.12
H (0.32654, -1.39212, -3.00204)  0.12
H (2.14606, -6.17522, -0.60444)  0.09
H (-10.83165, -3.10079, 9.52698)  0.10
H (-5.32333, -4.10553, 4.60482)  0.09
H (1.65287, 5.65608, 5.88004)  0.10
H (-4.83115, 4.80502, -7.14325)  0.09
H (6.12674, -4.79607, -0.33657)  0.04
H (-11.50177, -6.04978, 3.39415)  0.09
H (3.46239, 1.10902, 4.42683)  0.10
H (0.88416, 2.98414, 1.66706)  0.12
H (-9.97466, -1.56907, 9.76752)  0.09
H (8.74093, -2.58607, -2.04468)  0.03
H (-4.41578, 6.51652, -3.09561)  0.09
H (-2.42428, 3.11992, 0.21137)  0.10
H (-6.22758, 10.38349, -7.17286)  0.10
H (6.36315, -1.50724, -3.64826)  0.09
H (3.90620, -5.05955, -0.85081)  0.13

=====

Record 2
C5H8N2 | ωB97M-V with the def2-TZVPD basis set

## Properties
Highest occupied orbital energy = -9.350 eV
Kohn-Sham gap = 10.263 eV
DFT total energy = -304.73324 Ha
Structure (SMILES) = C[C@H]1[C@@H](C#N)N1C

Each line ends with the Löwdin charge.
Cartesian coordinates (Å):
N (1.08474, 2.35417, 0.34447)  0.16
N (0.52221, -0.92287, -0.18443)  -0.04
C (-1.98804, 0.14538, 0.10217)  -0.05
C (-0.82274, -0.46066, -0.64700)  -0.26
C (0.73436, 1.48974, -0.34134)  -0.20
C (1.56587, -0.74524, 0.95521)  -0.05
C (0.42123, 0.25602, -1.03979)  -0.28
H (0.79790, 0.21139, -2.06341)  0.14
H (-1.19314, -1.07735, -1.48039)  0.14
H (-2.53926, -0.64737, 0.61783)  0.08
H (-2.69642, 0.60907, -0.60261)  0.09
H (1.76458, -1.53624, 1.70149)  0.07
H (2.42894, -0.78992, 0.30516)  0.07
H (1.59821, 0.20949, 1.51186)  0.06
H (-1.67845, 0.90438, 0.82079)  0.07

=====

Record 3
C49H60N9O2 | ωB97M-V with the def2-TZVPD basis set

## Properties
Highest occupied orbital energy = -10.438 eV
Net charge = +1
Kohn-Sham gap = 7.261 eV
DFT total energy = -2546.11747 Ha

Each line ends with the Löwdin charge.
Cartesian coordinates (Å):
O (-2.33669, 4.96838, 1.09256)  -0.14
O (1.09946, 3.94914, 1.19004)  -0.15
N (7.57492, -5.72591, -1.34423)  0.05
N (-0.25043, -5.35591, -4.43521)  0.06
N (2.19050, -6.07621, 0.19081)  0.05
N (-5.32775, 4.33439, 0.03806)  0.09
N (-0.65661, 6.33746, 7.05092)  0.05
N (4.09731, -0.83128, 1.38471)  0.06
N (-1.98876, -3.53915, -7.94278)  0.05
N (0.48481, -0.04925, -3.43793)  0.06
N (-0.71692, 0.39903, 5.56018)  0.05
C (-2.37426, -2.28039, -8.14112)  -0.16
C (-1.64637, 1.04279, -3.40768)  -0.07
C (-0.54076, 1.20865, 4.51950)  -0.17
C (6.85052, -5.37136, -0.28546)  -0.16
C (-0.84762, 8.71614, 6.83716)  -0.07
C (1.05835, 1.14648, -3.55832)  -0.13
C (-0.02438, -5.27470, -3.12543)  -0.16
C (0.93930, 1.81958, 0.00608)  -0.07
C (-2.81285, 7.38205, 7.04096)  -0.08
C (-3.61310, -1.92874, -8.65464)  -0.08
C (-0.31064, 2.57143, 4.63171)  -0.08
C (0.35790, -4.10737, -2.47911)  -0.07
C (1.93369, -7.87904, -1.36282)  -0.07
C (-5.19564, 2.67105, 1.80484)  -0.10
C (-1.20832, 4.28444, 0.53113)  -0.16
C (-4.50215, -2.94058, -8.98091)  -0.08
C (-0.65871, 0.94898, 6.77191)  -0.15
C (2.54848, -6.71882, -0.91890)  -0.15
C (-1.98565, 6.27171, 7.11011)  -0.16
C (8.56060, -3.94501, 0.56045)  -0.08
C (-2.85370, -4.50038, -8.25964)  -0.14
C (0.51443, -2.95625, -3.23643)  -0.11
C (-4.20766, 3.33894, -0.22600)  -0.06
C (3.26070, -3.05082, 1.02546)  -0.07
C (-0.25777, 3.13277, 5.89891)  -0.08
C (0.53699, -7.76752, 0.56715)  -0.07
C (-0.09923, -4.24071, -5.15230)  -0.15
C (-1.03516, 2.28106, -3.53454)  -0.10
C (2.06541, -2.72495, 1.64223)  -0.08
C (7.29295, -4.48924, 0.68879)  -0.09
C (1.20118, -6.60124, 0.91286)  -0.15
C (0.34727, 2.33746, -3.60766)  -0.08
C (-0.84343, -0.08872, -3.36247)  -0.14
C (1.54590, 3.22043, 0.05107)  -0.24
C (-0.10960, 7.54464, 6.91745)  -0.14
C (4.24521, -2.07834, 0.93864)  -0.15
C (9.32872, -4.30676, -0.53432)  -0.07
C (1.89488, -1.43610, 2.12092)  -0.08
C (0.13531, 4.93689, 0.90608)  -0.17
C (0.90798, -8.41463, -0.60153)  -0.08
C (8.79123, -5.19584, -1.45398)  -0.16
C (2.93235, -0.53107, 1.95541)  -0.18
C (-0.43344, 2.30123, 6.99291)  -0.06
C (0.28052, -3.02423, -4.60057)  -0.08
C (-3.81877, 2.98741, 1.19780)  -0.27
C (-2.22872, 8.63128, 6.90073)  -0.08
C (-4.11607, -4.25538, -8.77935)  -0.07
C (-3.13248, 4.15758, 1.92742)  -0.17
C (-6.10848, 3.76842, 1.20558)  -0.07
H (2.82077, 0.49984, 2.27846)  0.10
H (-1.32394, 4.28172, -0.55651)  0.12
H (1.34193, 3.77269, -0.87289)  0.11
H (-0.39412, 2.69242, 8.00054)  0.11
H (0.48168, 5.55704, 0.07231)  0.13
H (0.53787, -4.10799, -1.41173)  0.09
H (-2.55382, 3.78069, 2.77749)  0.13
H (-0.25896, -8.14945, 1.19157)  0.10
H (0.82257, -2.02436, -2.77569)  0.07
H (-5.47505, 1.67611, 1.46390)  0.13
H (8.94202, -3.25204, 1.29934)  0.11
H (-0.00807, 1.80022, -0.54122)  0.06
H (-3.90284, 4.81132, 2.35320)  0.13
H (2.63228, 3.13596, 0.12186)  0.12
H (-0.34855, 9.66966, 6.73434)  0.10
H (2.24490, -8.34233, -2.28881)  0.11
H (-5.89674, 4.47941, -0.79238)  0.18
H (-0.58586, 0.73547, 3.54189)  0.09
H (0.71916, 1.52198, 1.03358)  0.06
H (0.86723, 3.28006, -3.71407)  0.10
H (-0.29509, -4.32563, -6.21367)  0.08
H (1.27425, -3.45943, 1.72709)  0.09
H (-2.40417, 5.27665, 7.22623)  0.10
H (3.34964, -6.26388, -1.49176)  0.11
H (-1.15623, 3.25695, 0.89447)  0.11
H (-2.51511, -5.51595, -8.08585)  0.11
H (-4.77595, -5.07712, -9.02089)  0.10
H (10.32448, -3.90968, -0.67625)  0.10
H (-4.85165, 5.20221, 0.29206)  0.17
H (0.40013, -9.31656, -0.91777)  0.11
H (-5.47810, -2.70829, -9.38740)  0.10
H (-3.87057, -0.88812, -8.79799)  0.10
H (-3.13604, 2.13660, 1.17653)  0.15
H (2.14100, 1.14686, -3.61956)  0.12
H (9.36200, -5.50088, -2.32416)  0.10
H (5.19118, -2.30168, 0.45658)  0.09
H (3.41475, -4.03835, 0.61247)  0.07
H (-2.72357, 0.94761, -3.36268)  0.10
H (-0.14701, -6.19656, -2.56663)  0.09
H (-0.79820, 0.26902, 7.60491)  0.11
H (5.86451, -5.81957, -0.21467)  0.09
H (-0.08132, 4.19259, 6.03763)  0.08
H (-3.43809, 3.79887, -0.83443)  0.12
H (0.00871, 5.57067, 1.78275)  0.13
H (0.92738, -6.05659, 1.81058)  0.10
H (6.65554, -4.23885, 1.52650)  0.10
H (-1.28214, -1.07708, -3.27116)  0.10
H (-0.17031, 3.16989, 3.73888)  0.08
H (0.97360, 7.57087, 6.87829)  0.11
H (-1.62635, 3.18776, -3.59237)  0.10
H (-6.27743, 4.56286, 1.92384)  0.13
H (-2.83904, 9.52362, 6.84856)  0.11
H (-1.64942, -1.51700, -7.87787)  0.10
H (1.61852, 1.09255, -0.43385)  0.08
H (0.96939, -1.12903, 2.59089)  0.09
H (0.39621, -2.15263, -5.23140)  0.09
H (-7.02759, 3.33089, 0.83050)  0.13
H (-3.88666, 7.26909, 7.10412)  0.10
H (-4.66190, 2.46892, -0.69674)  0.15
H (-5.17653, 2.69602, 2.89174)  0.13

=====

Record 4
H10O5Tl | ωB97M-V with the def2-TZVPD basis set

## Properties
Highest occupied orbital energy = -26.153 eV
Net charge = +3
Kohn-Sham gap = 10.066 eV
DFT total energy = -553.22674 Ha

Each line ends with the Löwdin charge.
Cartesian coordinates (Å):
Tl (0.04964, 0.00501, -0.53035)  1.52
O (1.89122, -0.72284, 0.01219)  -0.01
O (-1.36958, 0.74336, -1.92750)  0.02
O (0.13441, -0.64852, 1.48706)  0.01
O (1.45144, 1.23801, 0.50692)  0.01
O (-2.00606, -0.39401, -0.39272)  -0.01
H (1.30854, 1.62211, 1.37195)  0.14
H (1.96444, -1.65836, -0.17669)  0.15
H (-0.31694, -1.37931, 1.90951)  0.15
H (0.45558, -0.11312, 2.21262)  0.13
H (-2.32543, 0.71756, -1.97123)  0.15
H (2.39882, 1.11196, 0.45385)  0.13
H (2.61536, -0.54158, 0.61135)  0.16
H (-1.09917, 1.07802, -2.78255)  0.15
H (-2.73561, 0.14489, -0.08684)  0.16
H (-2.41668, -1.20317, -0.69749)  0.15